(1)
Entry from the OMol25 dataset: 8 unconnected molecules or ions with the total composition C26H61Cl2N6O10P in a non-equilibrium geometry (ωB97M-V with the def2-TZVPD basis set).

Structure (SMILES): CCOP(=O)(OCC)OCC.CN(C)C=O.CN(C)C=O.CN(C)C=O.CN(C)C=O.CN(C)C=O.CN(C)C=O.ClCCCl
HOMO energy in hartree: -0.33738
Molar mass in g mol⁻¹: 719.69
HOMO-LUMO gap in Eh: 0.3450
Net charge: 0
Total energy in eV: -91698.307

Each line ends with the Mulliken charge.
Cartesian coordinates (Å):
C: 8.0713 -10.2118 13.8939  0.194
O: 7.2567 -10.4801 13.0199  -0.588
N: 8.2789 -10.9835 14.9740  0.045
C: 7.6026 -12.1835 15.3573  -0.945
C: 8.9551 -10.5179 16.1866  -0.869
H: 8.5214 -9.2112 13.9863  0.268
H: 7.1900 -12.7037 14.4929  0.304
H: 6.8134 -11.8904 16.0498  0.345
H: 8.2924 -12.9090 15.7884  0.319
H: 9.5612 -9.6176 16.0851  0.300
H: 8.2072 -10.2815 16.9434  0.351
H: 9.5564 -11.2870 16.6713  0.277
C: 3.8822 -8.5131 18.4853  0.114
O: 3.4594 -9.5389 18.0528  -0.587
N: 4.4585 -8.3957 19.6556  0.123
C: 4.9893 -7.0606 19.9698  -1.037
C: 4.6921 -9.5165 20.6146  -0.959
H: 3.8403 -7.5906 17.8859  0.311
H: 4.5020 -6.2381 19.4462  0.369
H: 6.0322 -6.8489 19.7340  0.316
H: 4.7349 -6.7907 20.9948  0.340
H: 4.2524 -10.4934 20.4135  0.322
H: 5.7158 -9.4737 20.9867  0.328
H: 4.0729 -9.3000 21.4852  0.359
C: -0.0790 -19.0504 5.3116  0.208
O: 0.2559 -18.6866 4.2241  -0.591
N: -0.4637 -20.2355 5.6481  0.060
C: -0.6613 -20.5811 7.0035  -0.892
C: -0.6205 -21.3628 4.8064  -0.958
H: 0.1205 -18.4268 6.1968  0.259
H: -1.6999 -20.9101 7.0371  0.321
H: -0.5955 -19.8974 7.8498  0.323
H: -0.0107 -21.4262 7.2283  0.301
H: -1.6309 -21.7679 4.8611  0.328
H: -0.5171 -21.0434 3.7694  0.315
H: 0.0830 -22.1631 5.0363  0.326
C: -3.8906 -9.4527 6.6354  0.166
O: -4.0639 -10.2883 5.7793  -0.595
N: -4.3110 -9.5748 7.8685  0.106
C: -3.9193 -8.6983 8.9609  -0.951
C: -5.1144 -10.7019 8.3085  -0.976
H: -3.4317 -8.4710 6.4413  0.284
H: -2.9965 -9.0325 9.4352  0.343
H: -4.6672 -8.5166 9.7327  0.300
H: -3.6531 -7.6668 8.7298  0.328
H: -5.5260 -11.3330 7.5208  0.318
H: -4.5077 -11.4009 8.8842  0.342
H: -6.0405 -10.4922 8.8438  0.334
C: -1.2307 -18.6347 17.4033  0.170
O: -1.4773 -19.5570 18.1676  -0.594
N: -0.5263 -17.5537 17.8110  0.064
C: -0.2233 -16.4011 16.9453  -0.931
C: 0.2786 -17.5309 19.0521  -0.876
H: -1.5904 -18.5287 16.3681  0.272
H: -0.9458 -16.3026 16.1351  0.328
H: 0.8213 -16.5264 16.6599  0.373
H: -0.1936 -15.4861 17.5368  0.272
H: 0.6794 -16.5299 19.2111  0.310
H: -0.4358 -17.7390 19.8487  0.322
H: 1.0223 -18.3202 19.1616  0.289
C: 3.9107 -10.9290 5.0956  0.100
O: 3.3056 -9.8545 5.1909  -0.599
N: 3.4290 -12.1177 4.7520  0.104
C: 4.1693 -13.3079 4.9445  -0.953
C: 2.0718 -12.2411 4.1351  -0.950
H: 4.8882 -11.0830 5.5783  0.279
H: 4.7593 -13.3217 5.8610  0.350
H: 4.8311 -13.6451 4.1467  0.300
H: 3.4699 -14.1425 4.9921  0.362
H: 1.4548 -12.5292 4.9863  0.345
H: 1.6574 -11.3105 3.7471  0.308
H: 2.0814 -13.0505 3.4052  0.354
Cl: 1.6324 -14.2748 10.5926  -0.205
C: 2.2696 -12.6545 10.7181  -0.410
C: 2.0672 -12.1486 12.1806  -0.385
Cl: 0.3379 -11.9299 12.7349  -0.200
H: 1.5995 -12.1079 10.0546  0.290
H: 3.2814 -12.9308 10.4212  0.291
H: 2.3397 -11.0961 12.1029  0.274
H: 2.5097 -12.7649 12.9632  0.344
C: -3.7457 -0.6088 9.6300  -1.121
C: -3.3681 -1.5360 10.7918  -0.034
O: -2.0003 -1.1922 11.0401  -0.288
P: -1.2155 -2.1256 12.0611  0.699
O: 0.0239 -1.5165 12.5328  -0.782
O: -0.8558 -3.5602 11.2975  -0.117
C: 0.4356 -4.0163 11.0891  -0.356
C: 0.1893 -5.4554 10.7957  -1.134
O: -2.2987 -2.4545 13.1902  -0.197
C: -2.2461 -3.6053 13.8624  0.076
C: -3.6227 -4.1792 14.0140  -1.331
H: -2.8596 -0.1295 9.2139  0.300
H: -4.2378 -1.0876 8.7834  0.321
H: -4.3668 0.0934 10.1861  0.294
H: -4.0218 -1.6475 11.6568  0.332
H: -3.3044 -2.5347 10.3598  0.208
H: 1.0235 -3.4993 10.3306  0.399
H: 0.9476 -3.9183 12.0464  0.315
H: -0.3115 -6.0081 11.5906  0.262
H: 0.0135 -5.8810 9.8078  0.341
H: 1.2387 -5.7465 10.7490  0.375
H: -1.6213 -4.2898 13.2885  0.098
H: -1.8291 -3.4202 14.8523  0.287
H: -4.0952 -4.5120 13.0898  0.316
H: -3.3800 -5.1220 14.5044  0.425
H: -4.2417 -3.5738 14.6761  0.311

=====

(2)
Entry from the OMol25 dataset: 5 unconnected molecules or ions with the total composition C26H61ClO12S in a non-equilibrium geometry (ωB97M-V with the def2-TZVPD basis set).

HOMO energy in hartree: -0.33473
Molar mass in g mol⁻¹: 633.28
HOMO-LUMO gap in Eh: 0.3537
Net charge: 0
Total energy in eV: -75872.472

Each line ends with the Mulliken charge.
Cartesian coordinates (Å):
C: -3.5230 0.8757 0.6921  -0.660
C: -4.8392 0.5275 1.3595  -0.231
O: -5.5994 -0.3344 0.5400  -0.472
C: -5.1437 -1.6741 0.5827  0.465
C: -5.5355 -2.3960 1.8834  -1.083
C: -4.3607 -2.8687 2.7247  -0.594
C: -3.4774 -3.9301 2.0529  -0.612
C: -2.1021 -3.3939 1.6544  -0.127
O: -1.0657 -4.3979 1.7423  -0.388
S: -0.2128 -4.4251 3.1123  0.489
O: -1.1406 -4.7647 4.1526  -0.549
O: 0.0557 -2.8164 3.3011  -0.091
C: 0.4611 -2.5428 4.6445  -1.012
C: 1.0507 -1.1612 4.7124  0.744
C: 1.5196 -0.8299 6.1201  -1.291
Cl: 2.4150 -1.0032 3.5711  -0.247
H: -3.0672 0.0206 0.2105  0.029
H: -3.7674 1.5649 -0.1075  0.297
H: -2.8387 1.3806 1.3627  0.264
H: -5.4073 1.4462 1.4413  0.392
H: -4.7124 0.1672 2.3812  0.145
H: -4.0790 -1.7588 0.3628  -0.451
H: -5.6603 -2.1711 -0.2291  0.318
H: -6.1768 -3.2340 1.6428  0.398
H: -6.1024 -1.6885 2.4774  0.423
H: -4.7864 -3.3384 3.6065  0.320
H: -3.7738 -2.0426 3.1088  0.390
H: -3.9917 -4.3214 1.1830  0.422
H: -3.3217 -4.7514 2.7366  0.441
H: -1.8773 -2.4908 2.2061  0.487
H: -2.1382 -3.1034 0.6115  -0.107
H: -0.4015 -2.5577 5.3017  0.360
H: 1.2010 -3.2643 4.9903  0.430
H: 0.2615 -0.4656 4.4616  0.173
H: 1.2514 0.2035 6.3013  0.166
H: 1.0425 -1.4483 6.8683  0.346
H: 2.5927 -0.8717 6.2195  0.404
C: -2.8296 -0.7405 -2.9286  -0.940
O: -1.7157 -0.8431 -2.0579  -0.225
C: -0.9326 -2.0029 -2.3008  -0.294
C: 0.2939 -1.6941 -3.1279  -0.666
O: -0.0460 -1.2626 -4.4379  -0.431
C: -0.0012 0.1465 -4.5929  -0.531
H: -3.2088 0.2788 -2.8739  0.233
H: -2.5574 -0.9591 -3.9630  0.471
H: -3.6222 -1.4265 -2.6076  0.313
H: -1.5344 -2.7798 -2.7833  0.400
H: -0.6087 -2.3835 -1.3262  0.163
H: 0.8839 -2.6096 -3.2329  0.424
H: 0.9156 -0.9502 -2.6243  0.319
H: 1.0364 0.4818 -4.6889  0.255
H: -0.4749 0.6639 -3.7555  0.292
H: -0.5333 0.3991 -5.5089  0.198
C: 4.5180 3.4228 -8.3186  -0.703
O: 4.0021 2.3914 -9.1408  -0.375
C: 3.7392 1.1884 -8.4359  -0.577
C: 2.2730 1.0409 -8.0914  -0.402
O: 1.8371 2.0387 -7.1804  -0.299
C: 1.1569 3.1097 -7.8119  -0.846
H: 4.4242 4.3603 -8.8644  0.247
H: 3.9683 3.5075 -7.3788  0.296
H: 5.5778 3.2466 -8.1038  0.320
H: 4.3517 1.1299 -7.5309  0.315
H: 4.0277 0.3615 -9.0920  0.386
H: 2.1247 0.0731 -7.6016  0.342
H: 1.6624 1.0560 -8.9992  0.357
H: 0.1344 2.8108 -8.0682  0.310
H: 1.6724 3.4432 -8.7147  0.376
H: 1.1125 3.9367 -7.1048  0.253
C: 0.5027 3.4315 5.3002  -0.913
O: -0.3973 2.3514 5.4915  -0.185
C: -1.0857 2.4158 6.7322  -0.477
C: -2.4841 2.9734 6.5758  -0.569
O: -2.4715 4.3265 6.1529  -0.384
C: -2.6978 4.4840 4.7623  -0.654
H: 0.7656 3.4610 4.2442  0.239
H: 0.0539 4.3867 5.5781  0.394
H: 1.4160 3.2758 5.8847  0.326
H: -0.5170 3.0043 7.4581  0.376
H: -1.1603 1.3917 7.1134  0.368
H: -2.9820 2.9454 7.5499  0.387
H: -3.0657 2.3583 5.8819  0.285
H: -3.7625 4.3623 4.5354  0.315
H: -2.1187 3.7707 4.1721  0.245
H: -2.3953 5.4939 4.4905  0.253
C: 3.1841 -0.6345 0.4281  -1.127
O: 3.4645 -0.5543 -0.9600  -0.258
C: 4.2799 0.5529 -1.3071  -0.449
C: 5.7289 0.1545 -1.4876  -0.539
O: 6.3111 -0.2962 -0.2752  -0.375
C: 6.3624 -1.7082 -0.1667  -0.692
H: 2.8063 -1.6335 0.6375  0.375
H: 4.0787 -0.4650 1.0315  0.497
H: 2.4163 0.0944 0.7058  0.398
H: 4.1923 1.3465 -0.5586  0.317
H: 3.9048 0.9440 -2.2585  0.351
H: 6.2965 1.0336 -1.8088  0.366
H: 5.8205 -0.6092 -2.2663  0.319
H: 7.1816 -2.1059 -0.7758  0.325
H: 5.4240 -2.1741 -0.4743  0.271
H: 6.5513 -1.9529 0.8774  0.246

=====

(3)
Entry from the OMol25 dataset: a molecular structure, C26H62ClGaN5O7S in a non-equilibrium geometry (ωB97M-V with the def2-TZVPD basis set).

HOMO energy in hartree: -0.16614
Molar mass in g mol⁻¹: 694.05
HOMO-LUMO gap in Eh: 0.2261
Net charge: -1
Total energy in eV: -125473.477

Each line ends with the Mulliken charge.
Cartesian coordinates (Å):
C: 1.0112 -0.0893 0.3212  -0.223
C: -0.0566 -0.4546 -0.5299  -0.301
C: -1.2357 -0.4526 -1.7007  -0.185
Ga: -1.2274 1.2704 -2.8436  -0.114
C: 0.3377 2.4757 -2.2355  -0.277
C: 1.8191 1.8939 -2.7422  -0.585
C: 2.8068 3.0578 -3.3386  -0.590
C: 3.8008 3.7614 -2.2428  0.164
S: 3.1115 3.9063 -0.5092  0.891
O: 2.8986 2.5397 0.2202  -0.409
O: 4.2181 4.6493 0.3371  -0.633
Cl: 1.4113 5.1737 -0.3755  -0.218
N: -2.9854 2.0837 -2.7311  0.315
C: -3.1754 2.9273 -3.9718  -0.770
C: -3.2001 2.8579 -1.4497  0.397
C: -4.5361 3.8116 -1.1331  -0.948
O: -2.3119 2.7822 -0.4327  -0.595
H: 1.6553 0.2240 1.2753  0.213
H: -1.0241 -1.3582 -2.4195  0.284
H: -2.2691 -0.5902 -1.1680  0.021
H: -1.0207 0.8322 -4.3908  -0.473
H: 0.2473 3.6056 -2.5310  0.479
H: 0.3622 2.4538 -1.0422  0.153
H: 2.3277 1.1930 -1.9410  0.030
H: 1.5547 1.1773 -3.6597  0.349
H: 3.5175 2.5152 -4.1294  0.283
H: 2.1885 3.8418 -3.9704  0.285
H: 3.9833 4.8762 -2.6280  0.312
H: 4.8554 3.2544 -2.2248  -0.219
H: -2.1184 3.1929 -4.4085  0.208
H: -3.8025 2.2562 -4.7341  0.175
H: -3.7711 3.9218 -3.8134  0.281
H: -4.3537 4.8285 -1.7257  0.261
H: -5.4538 3.2992 -1.6566  0.229
H: -4.7162 3.9739 0.0139  0.255
C: 3.1922 -1.3485 4.6178  -1.504
C: 2.5287 -2.4902 3.8513  0.288
C: 3.2202 -3.8563 4.0654  -0.648
O: 4.4256 -4.0258 3.3131  -0.355
C: 5.5831 -3.4858 3.9319  -0.619
N: 2.4639 -2.1347 2.4266  -0.451
H: 4.1448 -1.0428 4.1777  0.297
H: 2.5440 -0.4643 4.6203  0.351
H: 3.3717 -1.6299 5.6608  0.370
H: 1.5033 -2.5779 4.2306  0.304
H: 2.5391 -4.6368 3.7057  0.324
H: 3.3909 -4.0613 5.1292  0.405
H: 5.5606 -3.5977 5.0202  0.289
H: 5.7003 -2.4359 3.6575  0.209
H: 6.4544 -4.0249 3.5479  0.253
H: 1.9493 -2.8652 1.9321  0.245
H: 3.4127 -2.2134 2.0504  0.258
C: 7.7827 1.5116 -3.4145  -1.519
C: 7.6154 1.7187 -1.9110  0.297
C: 8.5075 0.7856 -1.0602  -0.788
O: 8.0154 -0.5535 -0.9502  -0.342
C: 8.3774 -1.4010 -2.0297  -0.672
N: 6.1947 1.5722 -1.5639  -0.461
H: 7.3174 0.5877 -3.7672  0.296
H: 7.3147 2.3350 -3.9666  0.357
H: 8.8422 1.4884 -3.6906  0.377
H: 7.9176 2.7504 -1.6937  0.375
H: 8.5209 1.1770 -0.0359  0.338
H: 9.5478 0.7930 -1.4074  0.459
H: 9.3809 -1.1833 -2.4078  0.298
H: 7.6410 -1.3230 -2.8314  0.238
H: 8.3616 -2.4338 -1.6685  0.246
H: 6.0778 1.7894 -0.5730  0.247
H: 5.9699 0.5750 -1.6188  0.233
C: -7.8358 0.2366 -2.8218  -1.461
C: -6.5852 -0.5400 -3.2266  0.202
C: -6.1791 -1.6257 -2.2034  -0.711
O: -5.5116 -1.1166 -1.0447  -0.248
C: -6.3819 -0.6578 -0.0216  -0.404
N: -5.4904 0.4103 -3.4692  -0.390
H: -7.6498 0.9398 -2.0060  0.213
H: -8.2105 0.8232 -3.6688  0.364
H: -8.6355 -0.4441 -2.5114  0.381
H: -6.8148 -1.0481 -4.1712  0.474
H: -5.4549 -2.2902 -2.6895  0.335
H: -7.0324 -2.2535 -1.9194  0.429
H: -7.2881 -1.2664 0.0542  0.323
H: -6.6374 0.3902 -0.1883  0.189
H: -5.8457 -0.7177 0.9304  -0.025
H: -4.6810 -0.1072 -3.8154  0.255
H: -5.1811 0.7566 -2.5568  0.051
C: -3.5910 -3.2379 5.3385  -1.414
C: -4.2009 -3.3507 3.9433  0.275
C: -4.4567 -1.9813 3.2729  -0.563
O: -5.6245 -1.3057 3.7499  -0.342
C: -5.4202 -0.5465 4.9317  -0.709
N: -5.4309 -4.1515 4.0231  -0.757
H: -4.3113 -2.8986 6.0873  0.273
H: -3.2205 -4.2143 5.6722  0.363
H: -2.7434 -2.5445 5.3399  0.328
H: -3.4785 -3.8918 3.3202  0.427
H: -4.6373 -2.1589 2.2060  0.214
H: -3.5760 -1.3304 3.3331  0.463
H: -4.4313 -0.0790 4.9571  0.339
H: -5.5694 -1.1746 5.8118  0.226
H: -6.1762 0.2441 4.9604  0.252
H: -5.7909 -4.2900 3.0776  0.283
H: -6.1448 -3.5681 4.4682  0.324

=====

(4)
Entry from the OMol25 dataset: 3 unconnected molecules or ions with the total composition C26H62N6O11PS in a non-equilibrium geometry (ωB97M-V with the def2-TZVPD basis set).

HOMO energy in hartree: -0.40086
Molar mass in g mol⁻¹: 697.85
HOMO-LUMO gap in Eh: 0.2740
Net charge: +1
Total energy in eV: -79543.069

Each line ends with the Mulliken charge.
Cartesian coordinates (Å):
C: 3.9993 0.2730 5.5333  -0.868
C: 4.1519 -0.9308 4.5461  -0.464
O: 3.2871 -0.6986 3.3892  -0.186
P: 1.8487 -1.5408 3.6550  0.944
O: 1.4269 -1.4980 5.1153  -0.775
C: 0.4775 -0.7871 2.6299  -0.108
C: 0.1746 0.6504 3.1818  -1.605
N: -0.9787 1.3316 2.5470  1.258
N: -0.9117 2.7415 2.6479  -0.855
C: -0.7758 3.1644 3.8880  0.546
C: -1.7662 2.8334 5.0526  -0.769
C: 0.4863 4.0691 4.1770  -1.098
C: -1.0152 1.0954 1.1156  -1.223
N: -2.2559 0.6876 0.5813  0.158
C: -2.5022 -0.7760 0.6958  0.035
C: -3.8450 -0.9541 1.5608  -0.926
C: -4.0086 0.1504 2.6635  0.063
C: -5.2340 -0.1935 3.6119  -0.876
S: -5.1892 0.9748 5.0479  1.144
O: -4.1911 0.5691 6.0632  -0.583
O: -4.8211 2.3079 4.4733  -0.641
O: -6.6791 1.1218 5.7321  -0.457
N: 0.0339 1.2740 0.3660  0.035
C: 0.1228 1.0426 -1.0883  -0.509
O: 1.1966 0.1377 -1.3358  -0.362
C: 2.4566 0.7734 -1.1820  -0.308
O: 3.4140 -0.2204 -1.4960  -0.419
C: 4.5595 0.3506 -2.1513  -0.262
C: 5.2965 1.4662 -1.3469  -0.504
O: 5.9650 0.9621 -0.1802  -0.510
O: 2.1732 -3.1381 3.2780  -0.434
C: 1.3536 -3.6609 2.2214  -0.288
C: 1.8702 -3.2455 0.7729  -0.715
H: 4.4514 1.1791 5.0513  0.260
H: 2.9294 0.5263 5.7342  0.193
H: 4.4926 0.0395 6.5105  0.346
H: 3.9661 -1.9215 5.0273  0.333
H: 5.2052 -0.9656 4.1727  0.403
H: -0.4184 -1.4321 2.7995  0.177
H: 0.8323 -0.8118 1.5670  0.403
H: 0.0290 0.5377 4.2869  0.758
H: 1.0853 1.2855 2.9718  0.292
H: -2.7120 3.4141 4.9470  0.253
H: -1.2763 3.1654 5.9994  0.443
H: -1.9823 1.7439 5.1614  0.104
H: 0.5079 4.3672 5.2438  0.341
H: 1.3660 3.4600 3.8642  0.260
H: 0.4277 4.9254 3.4621  0.353
H: -2.4320 1.0591 -0.3517  0.444
H: -1.6555 -1.3591 1.1141  -0.250
H: -2.7425 -1.2107 -0.3088  0.439
H: -3.9005 -1.9422 2.0750  0.459
H: -4.7343 -0.8903 0.8887  0.243
H: -4.2520 1.1459 2.2176  0.364
H: -3.1284 0.2219 3.3516  -0.007
H: -5.0621 -1.2065 4.0629  0.445
H: -6.2177 -0.1525 3.0941  0.403
H: -6.7760 2.0740 5.9166  0.385
H: 0.8743 1.6055 0.8452  0.516
H: -0.7761 0.5751 -1.5324  0.296
H: 0.4017 2.0213 -1.5559  0.386
H: 2.6783 1.0671 -0.1120  0.178
H: 2.5809 1.7061 -1.7920  0.415
H: 5.2842 -0.4915 -2.2855  0.280
H: 4.2303 0.7231 -3.1543  0.282
H: 4.6543 2.3495 -1.1072  0.302
H: 6.1096 1.8531 -2.0227  0.371
H: 5.8601 1.6160 0.5180  0.305
H: 0.2584 -3.4837 2.3547  0.223
H: 1.4780 -4.7733 2.2617  0.388
H: 2.5770 -4.0550 0.4514  0.386
H: 1.0553 -3.2386 0.0142  0.245
H: 2.4789 -2.3118 0.8029  0.122
C: -7.1182 0.7503 -3.8894  -1.391
C: -5.6513 0.7023 -4.3051  0.247
C: -4.7188 0.1798 -3.1965  -0.707
O: -4.4259 1.1314 -2.1765  -0.350
C: -5.4071 1.2170 -1.1537  -0.670
N: -5.2468 2.0318 -4.7757  -0.734
H: -7.3323 1.5743 -3.2078  0.265
H: -7.7524 0.8895 -4.7661  0.356
H: -7.4192 -0.1823 -3.4064  0.347
H: -5.5761 0.0066 -5.1460  0.459
H: -3.7539 -0.0599 -3.6553  0.348
H: -5.0952 -0.7532 -2.7589  0.427
H: -5.8555 0.2439 -0.9339  0.346
H: -6.1789 1.9362 -1.4314  0.275
H: -4.9175 1.5844 -0.2490  0.187
H: -4.2960 1.9780 -5.1336  0.272
H: -5.1604 2.6309 -3.9570  0.331
C: 3.9758 -3.3676 -7.1932  -1.438
C: 3.5300 -2.6473 -5.9247  0.310
C: 4.1224 -1.2331 -5.7835  -0.481
O: 5.4755 -1.2036 -5.3543  -0.288
C: 6.4279 -1.3716 -6.3928  -0.740
N: 3.8467 -3.4869 -4.7636  -0.715
H: 5.0070 -3.7164 -7.1343  0.287
H: 3.3516 -4.2464 -7.3654  0.369
H: 3.8824 -2.7175 -8.0660  0.345
H: 2.4420 -2.5392 -5.9799  0.401
H: 3.5586 -0.7114 -5.0023  0.149
H: 3.9948 -0.6479 -6.7024  0.436
H: 6.1028 -0.9052 -7.3266  0.341
H: 6.6365 -2.4312 -6.5522  0.243
H: 7.3573 -0.8976 -6.0751  0.242
H: 3.4714 -3.0438 -3.9278  0.217
H: 4.8545 -3.4434 -4.6249  0.342